Molecular formula: C4H9NO
Method: DFT, the ωB97M-V functional and the def2-TZVPD basis

Structure (XYZ):
```
15
Properties=species:S:1:pos:R:3:lowdin_charge:R:1
C 0.530 0.335 1.466 0.043
N 0.383 0.384 0.133 -0.178
C 1.175 1.249 -0.722 -0.023
C -0.147 -0.926 -0.265 -0.659
O 0.509 -1.641 -1.039 -0.016
C -1.695 -0.852 -0.415 -0.027
H 0.458 1.281 2.014 0.090
H -0.275 -1.155 1.019 0.173
H 1.069 -0.460 1.968 0.080
H 2.113 0.733 -0.956 0.099
H 1.408 2.171 -0.180 0.092
H 0.653 1.475 -1.654 0.094
H -1.962 -0.524 -1.425 0.078
H -2.155 -0.200 0.333 0.075
H -2.066 -1.871 -0.277 0.080
```

As for the LUMO energy (alpha / beta): -0.57 / -0.57 eV. The net charge is 0. The HOMO energy (alpha / beta) is -8.4 / -8.4 eV. As for the orbital gap (alpha / beta): 0.2886 / 0.2887 Eh.

***

Molecular formula: C4H7N3O
Method: DFT, the ωB97M-V functional and the def2-TZVPD basis

Structure (XYZ):
```
15
Properties=species:S:1:pos:R:3:lowdin_charge:R:1
C 0.871 -0.687 1.072 -0.162
C -0.420 -0.025 0.607 -0.404
C -1.381 -0.707 -0.306 -0.065
C -1.523 0.577 -1.132 -0.379
H 1.488 0.610 -0.955 0.071
H 3.053 -0.150 -0.969 0.015
H 0.974 -1.294 2.097 0.139
H -0.865 0.246 1.558 0.111
H -0.873 -1.573 -0.642 0.103
H -2.305 -1.161 0.160 0.145
H -0.787 2.269 0.645 0.308
N 2.339 0.217 -0.501 0.029
N 2.062 -0.601 0.595 -0.053
N -0.376 1.145 -0.310 0.043
O -2.255 1.133 -1.918 0.100
```

As for the LUMO energy: -0.74 eV. The net charge is 0. The HOMO energy is -8.8 eV. As for the orbital gap: 0.2966 Eh.

***

Molecular formula: C5H10O
Method: DFT, the ωB97M-V functional and the def2-TZVPD basis

Structure (XYZ):
```
16
Properties=species:S:1:pos:R:3:lowdin_charge:R:1
C 1.793 0.581 -0.661 -0.021
C 0.512 0.175 0.028 -0.508
C -0.220 1.280 0.777 -0.009
C -0.246 -1.006 -0.411 -0.297
O 0.683 -1.094 0.664 -0.012
C -1.670 -1.247 0.027 -0.043
H 2.155 -0.212 -1.321 0.084
H 2.553 0.739 0.113 0.092
H 1.692 1.509 -1.230 0.081
H 0.060 -1.488 -1.343 0.142
H -0.236 1.098 1.855 0.092
H -1.256 1.369 0.430 0.077
H 0.262 2.246 0.599 0.077
H -2.388 -0.582 -0.462 0.079
H -1.967 -2.281 -0.173 0.078
H -1.727 -1.089 1.108 0.088
```

As for the LUMO energy: 1.06 eV. The net charge is 0. The HOMO energy is -10.0 eV. Its SMILES is C[C@@H]1OC1(C)C. As for the orbital gap: 0.4074 Eh.

***

It is found that the energy above the lowest of the compared OMol25 structures with the same formula, charge and spin values, taken in the order of the records, are 111.6; 130.9; 24.5 kcal per mole.